DFT (ωB97M-V/def2-TZVPD) results for a structure of composition C36H44N7Re.

Geometry as XYZ:
```
88
Properties=species:S:1:pos:R:3:forces:R:3
Re 0.114 0.365 -1.552 -0.1 0.3 0.2
C -4.046 -2.087 3.812 0.0 0.0 0.0
C -2.973 -1.548 2.904 0.0 0.0 0.0
C -1.632 -1.546 3.286 0.0 0.0 0.0
C -0.674 -1.030 2.448 0.0 0.0 0.1
C -0.964 -0.491 1.180 0.2 0.1 0.0
N 0.096 0.004 0.413 -0.1 -0.1 0.0
C 1.156 0.648 1.089 -0.1 -0.1 0.0
C 0.917 1.564 2.113 0.0 0.0 0.1
C 1.950 2.227 2.750 0.0 0.0 0.0
C 3.278 2.029 2.381 0.0 0.0 0.0
C 4.405 2.776 3.041 0.0 0.0 0.0
C 3.524 1.149 1.338 0.0 0.0 0.0
C 2.489 0.467 0.712 0.0 -0.1 -0.1
N 2.818 -0.400 -0.373 0.0 0.1 0.0
C 3.926 -1.151 -0.517 0.0 0.0 0.0
C 3.903 -1.706 -1.776 0.0 0.0 0.0
C 2.722 -1.235 -2.351 0.0 0.0 0.0
N 2.075 -0.439 -1.504 0.0 0.0 0.0
C -2.305 -0.530 0.784 -0.1 0.0 -0.1
C -3.274 -1.037 1.659 -0.1 0.0 -0.1
N -2.786 -0.043 -0.485 0.0 0.0 0.1
C -4.064 -0.099 -0.926 0.0 0.0 0.1
C -4.133 0.532 -2.142 0.0 0.0 0.0
C -2.828 0.946 -2.393 0.0 0.1 0.0
N -2.021 0.594 -1.396 0.2 -0.2 -0.1
H -3.932 -1.699 4.824 0.0 0.0 0.0
H -3.997 -3.176 3.873 0.0 0.0 0.0
H -5.040 -1.817 3.457 0.0 0.0 0.0
H -1.341 -1.946 4.250 0.0 0.0 0.0
H 0.361 -1.027 2.764 0.0 0.0 0.0
H -0.109 1.760 2.401 0.0 0.0 0.0
H 1.716 2.934 3.538 0.0 0.0 0.0
H 4.056 3.311 3.923 0.0 0.0 0.0
H 4.843 3.508 2.360 0.0 0.0 0.0
H 5.202 2.099 3.351 0.0 0.0 0.0
H 4.538 1.015 0.977 0.0 0.0 0.0
H 4.634 -1.247 0.289 0.0 0.0 0.0
H 4.632 -2.366 -2.213 0.0 0.0 0.0
H 2.297 -1.439 -3.320 0.0 0.0 0.0
H -4.316 -1.006 1.380 0.0 0.0 0.0
H -4.845 -0.567 -0.360 0.0 0.0 0.0
H -5.007 0.674 -2.753 0.0 0.0 0.0
H -2.421 1.470 -3.242 0.0 0.0 0.0
C 2.428 3.487 -1.379 0.0 0.0 -0.1
C 0.940 3.515 -1.758 0.0 0.0 0.0
C 0.756 4.349 -3.034 0.0 0.0 0.0
C 0.527 2.086 -1.964 0.0 -0.1 0.0
C 0.066 4.081 -0.635 0.0 0.0 0.1
C 0.595 4.703 0.490 0.0 0.0 -0.1
C -0.240 5.205 1.483 0.0 0.0 0.0
C -1.615 5.087 1.369 0.0 0.0 0.0
C -2.156 4.470 0.247 0.0 0.0 0.0
C -1.321 3.977 -0.742 0.0 0.0 0.0
H 2.992 2.943 -2.139 0.0 0.0 0.0
H 2.580 2.995 -0.419 0.0 0.0 0.0
H 2.827 4.502 -1.328 0.0 0.0 0.0
H 1.367 3.944 -3.844 0.0 0.0 0.0
H 1.058 5.381 -2.854 0.0 0.0 0.0
H -0.287 4.354 -3.353 0.0 0.0 0.0
H 0.293 1.762 -3.060 0.1 0.0 -0.1
H 1.666 4.799 0.610 0.0 0.0 0.0
H 0.193 5.691 2.349 0.0 0.0 0.0
H -2.263 5.478 2.143 0.0 0.0 0.0
H -3.230 4.376 0.142 0.0 0.0 0.0
H -1.754 3.496 -1.613 0.0 0.0 0.0
C 1.877 -4.150 0.038 0.0 0.0 0.0
C 0.712 -3.173 0.002 0.0 0.0 0.0
N -0.453 -3.682 -0.722 0.0 0.0 0.0
C -1.011 -4.948 -0.229 0.0 0.0 0.0
C -0.533 -6.191 -0.971 0.0 0.0 0.0
C -1.041 -2.980 -1.703 0.0 0.0 0.1
C -2.240 -3.608 -2.373 0.0 0.0 0.0
N -0.658 -1.786 -2.082 0.0 -0.1 -0.1
H 2.719 -3.678 0.544 0.0 0.0 0.0
H 2.196 -4.424 -0.969 0.0 0.0 0.0
H 1.637 -5.059 0.590 0.0 0.0 0.0
H 1.011 -2.249 -0.472 0.0 0.0 0.0
H 0.400 -2.927 1.021 0.0 0.0 0.0
H -2.098 -4.895 -0.244 0.0 0.0 0.0
H -0.729 -5.017 0.822 0.0 0.0 0.0
H -0.744 -6.134 -2.038 0.0 0.0 0.0
H -1.043 -7.071 -0.576 0.0 0.0 0.0
H 0.538 -6.341 -0.854 0.0 0.0 0.0
H -3.090 -3.602 -1.689 0.0 0.0 0.0
H -2.060 -4.638 -2.670 0.0 0.0 0.0
H -2.517 -3.036 -3.255 0.0 0.0 0.0
H -1.234 -1.530 -2.873 0.0 0.0 0.0
```
Forces are in eV/Å.

* HOMO-LUMO gap (spin up / spin down): 0.25941 / 0.25887 hartree
* HOMO (spin up / spin down): -9.2 / -9.5 eV
* 2S+1: 2
* expectation value of S²: 0.76
* charge: +1
* relative energy (zero: lowest compared OMol25 entry of this formula, charge and spin): 0.0 kcal per mole

=====

DFT (ωB97M-V/def2-TZVPD) results for a structure of composition C36H45BiN2O6SSe.

Geometry as XYZ:
```
92
Properties=species:S:1:pos:R:3:forces:R:3
Bi 0.274 0.154 0.243 0.1 -0.3 0.1
C -6.585 -3.287 3.309 0.0 0.0 0.0
C -5.627 -3.963 2.319 0.0 0.0 0.0
C -6.369 -4.163 0.997 0.0 0.0 0.0
C -5.244 -5.348 2.861 0.0 0.0 0.0
C -4.374 -3.109 2.146 0.0 0.0 0.0
C -3.973 -2.580 0.936 0.0 0.0 0.0
C -2.818 -1.811 0.827 0.1 0.0 0.0
Se -2.300 -1.221 -0.923 -0.1 0.0 0.0
C -1.268 -2.761 -1.432 0.0 0.0 0.1
C -1.894 -3.726 -2.196 0.0 0.0 0.0
C -1.236 -4.890 -2.573 0.0 0.0 0.0
C 0.093 -4.998 -2.181 0.0 0.0 0.0
C 0.780 -4.042 -1.438 0.0 0.0 0.0
C 0.072 -2.897 -0.973 0.1 -0.1 -0.1
O 0.619 -2.058 -0.145 0.0 0.1 -0.1
C 2.268 -4.332 -1.148 -0.1 0.0 0.0
C 3.060 -3.192 -0.494 0.0 0.0 0.0
C 2.361 -5.556 -0.225 0.0 0.0 0.0
C 2.981 -4.644 -2.475 0.0 0.0 0.0
C -1.978 -5.966 -3.363 0.0 0.0 0.0
C -3.176 -6.467 -2.545 0.0 0.0 0.0
C -1.087 -7.167 -3.683 0.0 0.0 0.0
C -2.487 -5.385 -4.689 0.0 0.0 0.0
C -2.004 -1.514 1.938 0.0 -0.1 0.2
O -0.938 -0.773 1.897 -0.1 0.1 -0.1
C -2.401 -2.083 3.195 0.0 0.0 0.0
C -3.554 -2.840 3.251 0.0 0.0 0.0
C -1.521 -1.873 4.433 0.0 0.0 0.0
C -0.122 -2.457 4.182 0.0 0.0 0.0
C -1.409 -0.378 4.772 0.0 0.0 0.0
C -2.095 -2.575 5.667 0.0 0.0 0.0
H -7.491 -3.887 3.445 0.0 0.0 0.0
H -6.116 -3.156 4.285 0.0 0.0 0.0
H -6.874 -2.299 2.944 0.0 0.0 0.0
H -7.256 -4.781 1.163 0.0 0.0 0.0
H -6.694 -3.211 0.573 0.0 0.0 0.0
H -5.740 -4.665 0.260 0.0 0.0 0.0
H -6.133 -5.976 2.976 0.0 0.0 0.0
H -4.552 -5.845 2.179 0.0 0.0 0.0
H -4.754 -5.273 3.833 0.0 0.0 0.0
H -4.541 -2.757 0.032 0.0 0.0 0.0
H -2.926 -3.555 -2.485 0.0 0.0 0.0
H 0.643 -5.882 -2.473 0.0 0.0 0.0
H 2.709 -2.956 0.505 0.0 0.0 0.0
H 4.107 -3.507 -0.433 0.0 0.0 0.0
H 3.011 -2.274 -1.079 0.0 0.0 0.0
H 1.867 -5.348 0.726 0.0 0.0 0.0
H 1.889 -6.436 -0.669 0.0 0.0 0.0
H 3.409 -5.795 -0.020 0.0 0.0 0.0
H 2.925 -3.783 -3.143 0.0 0.0 0.0
H 4.036 -4.860 -2.283 0.0 0.0 0.0
H 2.553 -5.504 -2.993 0.0 0.0 0.0
H -2.843 -6.870 -1.586 0.0 0.0 0.0
H -3.877 -5.657 -2.336 0.0 0.0 0.0
H -3.714 -7.252 -3.086 0.0 0.0 0.0
H -0.714 -7.642 -2.774 0.0 0.0 0.0
H -1.661 -7.910 -4.242 0.0 0.0 0.0
H -0.228 -6.877 -4.292 0.0 0.0 0.0
H -3.169 -4.551 -4.518 0.0 0.0 0.0
H -1.654 -5.013 -5.288 0.0 0.0 0.0
H -3.020 -6.147 -5.266 0.0 0.0 0.0
H -3.843 -3.260 4.206 0.0 0.0 0.0
H 0.377 -1.963 3.353 0.0 0.0 0.0
H 0.495 -2.335 5.077 0.0 0.0 0.0
H -0.194 -3.525 3.957 0.0 0.0 0.0
H -0.980 0.190 3.950 0.0 0.0 0.0
H -2.398 0.028 5.005 0.0 0.0 0.0
H -0.773 -0.248 5.653 0.0 0.0 0.0
H -2.165 -3.657 5.527 0.0 0.0 0.0
H -1.430 -2.391 6.514 0.0 0.0 0.0
H -3.085 -2.195 5.931 0.0 0.0 0.0
O 2.013 1.372 -3.802 0.1 0.0 0.0
C 1.626 1.421 -2.640 -0.1 0.0 0.0
O 1.937 0.691 -1.650 0.1 -0.1 0.1
C 0.589 2.489 -2.257 0.1 0.1 0.1
O 0.773 3.674 -2.153 -0.1 0.0 -0.1
O -0.578 1.882 -1.951 -0.1 0.1 0.0
S -0.466 2.420 1.821 0.0 0.3 0.0
C -2.133 2.243 1.332 0.1 -0.2 0.1
N -2.491 2.439 0.053 0.1 0.0 -0.1
C -3.755 2.207 -0.310 0.0 0.0 0.0
C -4.745 1.787 0.553 0.0 0.0 0.0
C -4.390 1.591 1.887 0.0 0.0 0.0
C -3.092 1.816 2.276 0.0 0.0 0.0
H -1.145 2.438 -1.367 -0.2 0.2 0.1
H -3.971 2.353 -1.365 0.0 0.0 0.0
H -5.748 1.601 0.194 0.0 0.0 0.0
H -5.118 1.230 2.605 0.0 0.0 0.0
H -2.764 1.627 3.287 0.0 0.0 0.0
N 2.926 -0.312 2.460 0.0 0.0 0.0
C 2.054 -0.147 1.722 0.0 0.0 0.0
```
Forces are in eV/Å.

* HOMO-LUMO gap: 0.22722 hartree
* HOMO: -2.4 eV
* charge: -2
* relative energy (zero: lowest compared OMol25 entry of this formula, charge and spin): 0.0 kcal per mole